Record 1
{
  "formula": "C9H11As2F6NO12SSeV",
  "method": "wB97M-V/def2-TZVPD",
  "elements": ["V", "O", "As", "O", "O", "C", "C", "C", "C", "C", "C", "S", "O", "O", "O", "H", "H", "H", "H", "H", "N", "C", "C", "C", "O", "O", "H", "H", "H", "H", "H", "H", "F", "As", "F", "F", "F", "F", "F", "O", "Se", "O", "O", "O"],
  "coordinates": [[0.454, -0.158, 0.571], [0.276, 3.179, -2.046], [-0.116, 2.542, -0.466], [-1.667, 2.901, -0.219], [0.160, 0.800, -0.741], [1.188, 3.313, 0.753], [1.924, 4.376, 0.242], [2.954, 4.922, 0.986], [3.251, 4.425, 2.246], [2.494, 3.399, 2.781], [1.466, 2.843, 2.033], [0.500, 1.621, 2.905], [-0.404, 2.352, 3.729], [1.371, 0.678, 3.524], [-0.280, 0.937, 1.721], [1.156, 2.825, -2.270], [1.700, 4.748, -0.748], [3.542, 5.727, 0.567], [4.077, 4.837, 2.809], [2.686, 3.011, 3.772], [-1.838, -0.649, -2.105], [-1.390, -1.931, -2.603], [0.145, -2.047, -2.625], [0.719, -2.488, -1.307], [1.202, -3.549, -1.090], [0.615, -1.541, -0.307], [-2.700, -0.677, -1.587], [-1.855, 0.080, -2.801], [-1.732, -2.130, -3.626], [-1.793, -2.715, -1.961], [0.593, -1.090, -2.897], [0.451, -2.810, -3.337], [-1.687, -0.916, 0.756], [-1.355, -2.001, 2.181], [0.407, -1.618, 2.226], [-1.658, -0.709, 3.256], [-1.081, -3.114, 3.466], [-3.038, -2.407, 2.151], [-1.017, -3.228, 1.016], [4.598, 0.901, 0.122], [3.180, 0.554, -0.518], [2.527, 1.820, -1.288], [2.040, 0.287, 0.873], [3.076, -0.806, -1.353]],
  "atomic_forces_ev_per_a": [[0.3034, -1.5958, 0.1503], [0.4218, -0.3798, 0.2766], [-0.7717, 1.9533, -0.5679], [0.0342, -0.3017, 0.2392], [-0.4606, 1.2857, -1.3318], [-0.0337, -0.4135, 0.0373], [-0.0684, -0.0753, -0.0006], [0.0187, 0.0759, 0.0045], [0.0211, 0.0601, -0.0423], [-0.0793, -0.0644, 0.0052], [-0.1558, -0.0289, -0.0683], [0.0478, 0.6019, 0.7067], [-0.2755, -0.0662, -0.2425], [0.0396, 0.0353, -0.0625], [-0.8005, 1.9082, 2.2007], [0.0192, -0.0130, -0.0558], [0.0747, -0.0155, -0.0198], [-0.0077, 0.0108, 0.0134], [-0.0169, 0.0009, 0.0289], [0.0750, -0.0094, -0.0206], [0.1311, -0.0423, 0.0801], [-0.0304, 0.0673, -0.0972], [0.0422, 0.1814, 0.1982], [0.0005, -0.4065, -0.2972], [0.0639, 0.0689, 0.2075], [0.1912, -2.2608, -1.4386], [-0.0625, 0.0002, -0.0423], [-0.0729, 0.0046, -0.0303], [-0.0549, -0.0931, 0.0419], [-0.0620, -0.0249, -0.0401], [-0.0228, -0.0062, -0.0413], [0.0606, 0.0124, -0.0473], [1.1572, -0.0616, 0.8373], [-1.7555, -1.8950, 0.7315], [-0.7693, 0.6609, -0.5872], [0.1738, 0.0860, -0.0612], [0.1068, 0.2462, -0.0791], [0.2391, 0.1464, -0.0783], [0.0858, 0.1235, 0.0454], [-0.1174, -0.0680, 0.5429], [1.6070, 0.3747, -1.5702], [-0.1650, 0.0695, 0.1579], [1.0127, 0.0459, 0.2240], [-0.1447, -0.1978, 0.0926]],
  "e_above_lowest_kj_mol": 195.0,
  "orbital_gap_ev": 7.313,
  "multiplicity": 1,
  "total_charge": -1
}



Record 2
{
  "formula": "C9H11BN2O2",
  "method": "wB97M-V/def2-TZVPD",
  "elements": ["B", "C", "C", "C", "C", "C", "C", "C", "C", "C", "N", "N", "O", "O", "H", "H", "H", "H", "H", "H", "H", "H", "H", "H", "H"],
  "coordinates": [[-1.453, -1.428, -0.447], [0.555, 2.062, -0.231], [1.840, 1.520, -0.607], [2.276, -1.366, 1.049], [-0.381, 1.293, 0.308], [2.088, 0.227, -0.930], [1.087, -1.669, 0.229], [0.997, -0.825, -1.044], [-0.093, -0.788, -0.057], [-1.780, 1.407, 0.795], [3.368, -0.928, 0.570], [3.388, -0.328, -0.715], [-1.632, -2.608, 0.159], [-2.457, -0.858, -1.267], [0.281, 3.056, -0.160], [2.782, 2.003, -0.621], [2.406, -1.663, 2.067], [0.752, -2.786, 0.066], [0.926, -1.327, -2.085], [-1.855, 2.431, 1.248], [-1.826, 0.773, 1.578], [-2.358, 1.033, 0.036], [4.186, 0.297, -0.723], [-2.440, -3.010, 0.241], [-3.404, -1.175, -1.184]],
  "atomic_forces_ev_per_a": [[-1.2536, 0.8804, -0.2409], [-0.6826, -2.2101, 0.7888], [0.7449, -2.0155, -1.1122], [0.3674, -0.6136, -0.6720], [0.5424, -4.3826, -0.9641], [-1.4555, 0.7617, 0.3625], [-1.4100, -1.6084, -1.0134], [1.7964, -0.8632, -1.6111], [-0.6210, 4.4669, -0.5517], [3.3185, 3.4800, 0.3150], [0.9104, 1.1751, -0.2934], [-0.7323, -1.1735, 0.2487], [2.5899, -0.0006, 0.6663], [-0.4289, -0.2935, 0.7203], [0.1572, 2.3548, -0.2462], [0.3767, 1.5745, 0.5954], [-0.3833, -0.5291, 0.5730], [1.1083, 2.1346, 0.8092], [0.0457, 0.7806, 1.8736], [-0.8660, -0.5861, -0.9837], [-0.4774, -2.1562, 2.7290], [-2.1493, -0.0050, -1.7723], [-0.4071, 0.0569, -0.0308], [-3.0822, -1.4660, -0.1123], [1.9912, 0.2378, -0.0778]],
  "e_above_lowest_kj_mol": 630.2,
  "orbital_gap_ev": 8.075,
  "multiplicity": 1
}



Record 3
{
  "formula": "C9H11BrN",
  "method": "wB97M-V/def2-TZVPD",
  "elements": ["N", "C", "Br", "C", "C", "C", "C", "C", "C", "C", "C", "H", "H", "H", "H", "H", "H", "H", "H", "H", "H", "H"],
  "coordinates": [[1.777, 0.676, 1.577], [1.508, 0.289, 0.050], [3.249, -0.649, -0.371], [1.076, 1.468, -0.821], [-0.488, 1.333, -1.021], [-0.819, -0.038, -0.683], [-1.975, -0.747, -0.819], [-2.031, -2.124, -0.469], [-1.052, -2.769, 0.263], [0.088, -1.994, 0.500], [0.219, -0.737, -0.091], [1.034, 1.228, 2.057], [2.639, 1.229, 1.648], [2.066, -0.316, 2.015], [1.512, 1.452, -1.883], [1.173, 2.435, -0.389], [-0.941, 1.437, -1.989], [-0.996, 2.034, -0.465], [-2.842, -0.164, -1.198], [-2.904, -2.737, -0.806], [-1.280, -3.725, 0.605], [0.972, -2.387, 1.006]],
  "atomic_forces_ev_per_a": [[0.7956, -2.2467, -0.1543], [-1.3496, -1.9452, 0.0416], [-1.1710, 0.8077, 0.1060], [-1.0540, -0.4630, -2.3539], [1.0268, -0.9691, -1.2240], [0.8262, -1.8452, 1.5977], [-1.5758, -0.3833, -0.6030], [-1.7193, 0.3779, -0.8676], [0.3190, 2.7923, -0.7977], [1.1928, -0.2937, -0.3137], [2.2568, 1.3489, 1.5582], [0.2302, -1.0268, -0.3271], [-0.0859, -0.0359, -0.2518], [-1.2881, 2.8018, -0.5977], [-0.0803, -0.0790, 1.8778], [0.9708, 0.7399, 0.4025], [0.7821, 0.7297, -1.0551], [-1.1448, 1.5454, 1.7223], [0.4043, -1.0568, 0.0247], [0.6098, 0.8731, 0.5809], [0.3539, -1.5039, 0.5928], [-0.2995, -0.1682, 0.0417]],
  "e_above_lowest_kj_mol": 11.4,
  "orbital_gap_ev": 9.351,
  "multiplicity": 1,
  "total_charge": 1
}



Record 4
{
  "formula": "C9H11BrNO",
  "method": "wB97M-V/def2-TZVPD",
  "elements": ["N", "C", "Br", "C", "C", "C", "C", "C", "C", "C", "C", "O", "H", "H", "H", "H", "H", "H", "H", "H", "H", "H", "H"],
  "coordinates": [[-1.369, 0.703, 1.657], [-1.324, 0.279, 0.186], [-3.086, -0.588, -0.188], [-0.088, -0.683, -0.029], [0.107, -1.971, 0.415], [1.388, -2.539, 0.328], [2.426, -1.838, -0.262], [2.245, -0.549, -0.916], [0.980, 0.029, -0.726], [0.490, 1.432, -1.054], [-1.031, 1.479, -0.726], [-1.482, 2.634, -0.232], [-0.440, 0.491, 2.151], [-2.036, -0.011, 2.154], [-1.807, 1.563, 1.818], [-0.714, -2.579, 0.873], [1.500, -3.630, 0.632], [3.462, -2.184, -0.316], [3.220, -0.171, -1.279], [0.913, 2.174, -0.351], [0.540, 1.911, -2.019], [-1.473, 1.282, -1.749], [-2.425, 2.765, -0.368]],
  "atomic_forces_ev_per_a": [[0.1551, -5.1563, 1.4961], [1.2159, -1.9566, -0.6303], [0.8679, 0.5515, 0.3198], [0.5025, 1.7159, -0.7295], [-0.5528, -0.7305, 0.7479], [-0.1695, -1.4626, -0.1307], [0.1783, 1.5829, -1.2462], [-0.3802, -1.8833, 2.3000], [-0.8462, 0.1557, -0.0927], [-0.5410, 1.2755, 1.8464], [0.1748, -2.8399, -2.7858], [-0.3172, 2.4445, 1.4887], [-1.3010, 1.1485, -0.9889], [1.3270, 1.3763, -1.1251], [-0.2205, 2.3452, 0.1683], [0.7167, 0.7019, -0.4756], [0.0918, 1.7497, -0.1944], [-0.5546, -0.4621, 0.1801], [-1.3313, 0.5293, -0.2467], [0.3700, -0.3129, -0.2282], [0.7922, -0.5211, -0.5587], [-0.1135, -0.2473, 1.2010], [-0.0644, -0.0043, -0.3156]],
  "e_above_lowest_kj_mol": 19.8,
  "orbital_gap_ev": 9.369,
  "multiplicity": 1,
  "total_charge": 1
}



Record 5
{
  "formula": "C9H11Cl2N5O3ReS",
  "method": "wB97M-V/def2-TZVPD",
  "elements": ["Re", "Cl", "C", "C", "C", "C", "C", "Cl", "C", "S", "H", "H", "H", "N", "N", "C", "N", "N", "N", "O", "O", "H", "H", "H", "H", "H", "C", "C", "O", "H", "H", "H"],
  "coordinates": [[-0.039, -0.348, 0.501], [0.887, 0.321, -1.457], [1.176, 2.045, -1.419], [1.724, 2.667, -2.513], [1.930, 4.044, -2.451], [1.597, 4.766, -1.318], [1.063, 4.121, -0.211], [0.689, 5.013, 1.195], [0.839, 2.729, -0.249], [0.193, 1.914, 1.140], [2.001, 2.109, -3.398], [2.361, 4.545, -3.306], [1.753, 5.835, -1.278], [-2.502, -0.636, -0.406], [-2.826, -1.992, -0.493], [-1.870, -2.925, -0.377], [-2.174, -4.200, -0.478], [-0.640, -2.430, -0.154], [0.482, -3.192, -0.055], [1.457, -2.499, 0.248], [0.497, -4.381, -0.256], [-3.101, -0.179, 0.276], [-2.644, -0.192, -1.310], [-3.786, -2.265, -0.646], [-3.114, -4.513, -0.667], [-1.436, -4.887, -0.438], [1.313, -0.900, 3.487], [0.288, -0.819, 2.458], [-0.900, -1.048, 2.371], [0.934, -1.352, 4.404], [1.681, 0.108, 3.696], [2.169, -1.459, 3.104]],
  "atomic_forces_ev_per_a": [[-0.4003, 0.9302, 1.9285], [0.6466, -0.1650, -1.1796], [0.0157, 0.8746, 0.2356], [0.0363, -0.2349, -0.1844], [-0.0319, -0.0558, 0.0436], [-0.0100, 0.0183, 0.0636], [0.0428, -0.2300, -0.1733], [-0.0347, 0.0732, 0.0606], [-0.0184, 0.0874, -0.0536], [-0.3128, -2.1728, -0.5355], [-0.0435, -0.0142, 0.0159], [-0.0045, 0.0327, 0.0185], [0.0196, -0.0067, 0.0003], [0.3277, 0.1580, -0.0209], [-0.1903, -0.0626, 0.0439], [0.2950, -0.3402, 0.0164], [-0.0449, 0.0004, -0.0610], [-0.0476, 0.8741, 0.1662], [-0.1631, -0.6002, -0.1749], [-0.1287, 0.3219, 0.1071], [-0.0059, 0.3972, 0.0897], [-0.0110, -0.0340, 0.0987], [-0.0222, 0.0279, -0.0372], [-0.0526, 0.0258, -0.0321], [-0.0218, 0.0397, 0.0014], [0.0907, -0.0568, 0.0189], [0.0122, -0.1743, 0.6123], [0.4251, 0.3012, -1.2124], [-0.2334, -0.0380, 0.3376], [-0.0046, 0.0148, -0.0327], [-0.0726, 0.0380, -0.0620], [-0.0569, -0.0299, -0.0994]],
  "s_squared": 1.048,
  "e_above_lowest_kj_mol": 52.3,
  "orbital_gap_ev": [6.083, 7.352],
  "multiplicity": 2,
  "total_charge": 2
}



Record 6
{
  "formula": "C9H11ClFN2O2",
  "method": "wB97M-V/def2-TZVPD",
  "elements": ["C", "C", "C", "C", "C", "C", "C", "C", "C", "N", "N", "O", "O", "F", "Cl", "H", "H", "H", "H", "H", "H", "H", "H", "H", "H", "H"],
  "coordinates": [[-1.221, -1.437, -1.492], [-0.080, -1.554, -2.168], [1.171, -0.445, -0.500], [-3.331, -0.717, 1.205], [-2.124, -1.302, 1.259], [1.886, 0.794, -0.074], [0.410, -1.024, 0.712], [-1.028, -0.532, 0.710], [3.642, 2.360, -0.171], [0.966, -0.804, -1.701], [-1.275, 0.901, 0.422], [1.257, 1.479, 0.737], [3.009, 1.055, -0.506], [-2.442, -1.862, -1.790], [-0.110, -2.174, -3.904], [-4.053, -1.353, 1.643], [-3.617, 0.084, 0.623], [-2.030, -2.234, 1.669], [0.449, -2.032, 0.689], [0.872, -0.611, 1.633], [4.081, 2.352, 0.925], [2.963, 3.167, -0.293], [4.476, 2.559, -0.902], [-1.932, 1.133, 1.126], [-1.645, 0.976, -0.551], [-0.297, 1.221, 0.702]],
  "atomic_forces_ev_per_a": [[-0.8872, 0.4406, 1.9903], [-1.1153, -0.3966, -1.0632], [-1.0672, -1.3581, 0.2277], [0.7996, -3.1427, 1.0777], [-0.5357, 4.3937, -1.1537], [-2.5478, -0.4208, 1.0788], [-0.2737, 4.7610, 0.7379], [0.2853, -3.9785, -4.3386], [2.2564, -0.3588, 1.3082], [1.3610, 1.2394, -0.1891], [0.8527, -2.2380, -0.0246], [-0.1303, 0.5441, 0.1209], [3.9361, 1.5395, -1.5491], [1.0540, 0.2255, 0.1318], [0.3866, 0.6990, 2.1760], [-1.3546, 0.0482, 0.2582], [-0.5284, 1.8016, -0.7580], [0.7165, -2.1636, 1.0366], [-0.1403, -3.3746, 0.0446], [0.0794, -0.6068, -0.3755], [-1.0923, -0.2314, -2.3083], [-0.9562, 0.3616, 0.1183], [-0.9070, -0.8764, 0.7769], [-1.2106, 1.1510, 0.6698], [0.6823, 0.5068, 0.9815], [0.3366, 1.4342, -0.9749]],
  "e_above_lowest_kj_mol": 1.4,
  "orbital_gap_ev": [7.505, 7.532],
  "multiplicity": 1,
  "total_charge": 1
}



Record 7
{
  "formula": "C9H11ClI2InO4RuS",
  "method": "wB97M-V/def2-TZVPD",
  "elements": ["I", "I", "Ru", "In", "S", "C", "C", "C", "C", "C", "C", "C", "C", "O", "O", "O", "O", "H", "H", "H", "H", "H", "H", "H", "H", "H", "Cl", "C", "H", "H"],
  "coordinates": [[-0.446, -0.560, 4.075], [-3.249, -0.777, -1.287], [-0.842, -1.770, -0.376], [1.601, -0.399, 1.758], [-0.490, 0.420, 0.640], [3.768, -0.047, 0.227], [1.336, -2.756, 0.852], [-0.034, 1.978, -0.293], [-1.345, 2.464, -0.896], [1.026, 1.716, -1.345], [0.452, 2.946, 0.773], [-0.897, -3.552, -0.874], [0.108, -1.477, -1.940], [1.581, -3.873, 0.879], [4.691, 0.156, -0.406], [-0.779, -4.663, -1.211], [0.695, -1.375, -2.948], [-1.170, 3.425, -1.404], [-2.100, 2.617, -0.116], [-1.768, 1.751, -1.612], [1.305, 2.678, -1.798], [0.650, 1.058, -2.135], [1.925, 1.261, -0.901], [0.625, 3.916, 0.301], [1.388, 2.626, 1.226], [-0.287, 3.073, 1.571], [-2.805, -3.859, 1.373], [-1.726, -2.486, 1.562], [-2.297, -1.689, 2.068], [-0.917, -2.804, 2.236]],
  "atomic_forces_ev_per_a": [[0.8683, 0.2785, 0.2224], [0.4981, -0.5666, -0.0628], [-2.3730, 3.0225, 1.9457], [-0.3241, 0.2409, -0.2027], [0.7144, -0.5995, 0.5058], [2.4866, 0.4991, -1.2561], [0.9218, -2.7701, 0.4052], [0.3129, 0.7724, -0.5864], [-0.6183, -0.1582, 0.1173], [-0.0712, -0.3669, -0.0742], [-0.4176, -0.0312, 0.3575], [1.1553, -8.1805, -2.9756], [3.7105, 0.8416, -6.9404], [-0.6302, 2.9883, -0.1621], [-2.8081, -0.6311, 1.8854], [-0.8231, 5.0734, 1.5942], [-2.6873, -0.4960, 4.7665], [-0.0292, -0.2949, 0.1257], [0.1125, 0.2106, -0.1142], [0.2905, 0.2896, -0.1076], [0.0063, -0.2712, 0.0764], [0.1562, 0.2806, 0.0444], [-0.1174, 0.2525, -0.1985], [0.0009, -0.0199, 0.0601], [0.3642, -0.0616, 0.0505], [0.0925, 0.1473, -0.1221], [0.8286, 1.2469, 0.0425], [-1.7893, -1.6447, 2.0041], [0.0185, 0.0812, -0.7832], [0.1507, -0.1330, -0.6180]],
  "s_squared": 8.820,
  "orbital_gap_ev": [5.335, 5.654],
  "multiplicity": 6,
  "total_charge": 4
}



Record 8
{
  "formula": "C9H11ClI2O4RhSV",
  "method": "wB97M-V/def2-TZVPD",
  "elements": ["I", "I", "V", "Rh", "S", "C", "C", "C", "C", "C", "C", "C", "C", "O", "O", "O", "O", "H", "H", "H", "H", "H", "H", "H", "H", "H", "Cl", "C", "H", "H"],
  "coordinates": [[-4.248, 0.154, 0.033], [-2.920, -2.562, -0.207], [-1.008, -0.790, 0.133], [1.070, 0.715, 0.348], [-0.954, 1.107, -1.026], [2.126, 1.026, -1.171], [2.576, 0.779, 1.460], [-1.372, 1.151, -3.123], [-2.691, 0.440, -3.279], [-0.230, 0.470, -3.844], [-1.490, 2.626, -3.458], [0.783, -1.322, 0.817], [-0.138, -1.808, -1.187], [3.532, 0.876, 2.105], [2.815, 1.229, -2.083], [1.402, -2.171, 1.360], [0.405, -2.487, -1.970], [-3.037, 0.515, -4.321], [-3.469, 0.861, -2.622], [-2.614, -0.626, -3.032], [-0.416, 0.539, -4.934], [-0.169, -0.592, -3.578], [0.731, 0.959, -3.626], [-1.816, 2.742, -4.505], [-0.536, 3.147, -3.363], [-2.242, 3.116, -2.833], [-1.216, -1.196, 2.756], [-0.946, 0.345, 1.895], [-1.869, 0.938, 1.979], [-0.110, 0.868, 2.392]],
  "atomic_forces_ev_per_a": [[-0.7441, 0.8043, 0.1334], [-0.9117, -1.7546, -0.0611], [-3.6263, 0.4799, 2.5284], [-3.2293, 1.9533, -0.6288], [0.2147, 0.3361, -0.4864], [4.7143, 1.2596, -5.3373], [6.5826, 0.4555, 4.3357], [0.0507, 0.5662, -2.3315], [-0.1970, -0.5515, 1.2343], [0.3225, -0.2089, 0.6182], [0.1781, 0.1736, 0.8642], [4.9517, -5.3262, 3.6174], [3.8084, -4.9609, -6.6689], [-4.4539, -0.4575, -2.9015], [-3.3587, -1.0161, 4.2869], [-2.6151, 4.0196, -2.6820], [-2.5114, 3.1930, 3.7170], [0.1745, 0.1544, 0.1987], [0.0845, 0.1697, -0.4778], [0.0620, -0.0335, -0.2093], [0.0249, 0.0440, 0.4739], [0.0289, 0.1947, -0.3036], [-0.3355, -0.1072, -0.3337], [0.0662, -0.3254, 0.2158], [-0.0679, 0.0172, -0.0124], [0.0595, 0.0774, -0.1312], [-0.2934, 0.2243, -0.8861], [0.9756, 0.3685, 1.2793], [0.4997, 0.1309, -0.3937], [-0.4547, 0.1195, 0.3420]],
  "s_squared": 12.083,
  "orbital_gap_ev": [6.865, 4.983],
  "multiplicity": 7,
  "total_charge": 4
}